[1]
{"formula": "C2H3IN2O", "method": "ωB97M-V with the def2-TZVPD basis set", "elements": ["N", "N", "O", "C", "C", "H", "H", "I", "H"], "xyz": [[1.722, -1.087, 1.695], [1.322, -2.097, 1.781], [0.767, -3.107, 1.814], [1.288, 0.066, -1.481], [2.300, 0.722, -1.471], [0.343, -0.332, -1.316], [3.260, 1.135, -1.618], [-2.164, 0.057, 1.736], [-3.212, -1.097, 1.361]], "atomic_forces_ev_per_a": [[2.0, 3.5, 0.0], [-1.1, -0.6, -0.2], [-1.0, -2.9, 0.3], [1.4, 1.4, 0.3], [-0.8, -1.1, -0.5], [-1.0, -0.6, 0.0], [0.3, 0.3, 0.1], [0.1, 0.0, 0.0], [0.0, 0.0, 0.0]], "de_lowest_kcal_mol": 94.9, "max_force_ev_per_a": 4.08, "molar_mass_g_mol": 197.96, "e_homo_ev": -10.2684, "lumo_ev": 0.51, "smiles": "N#[N+][O-].C#C.I", "gap_ev": 10.7795}

***

[2]
{"formula": "C2H3IN2O", "method": "ωB97M-V with the def2-TZVPD basis set", "elements": ["C", "C", "N", "N", "O", "I", "H", "H", "H"], "xyz": [[1.066, -0.045, -0.781], [-1.498, 1.038, 1.144], [0.477, -1.215, -0.938], [-0.955, 1.526, 0.190], [-2.312, 0.709, 1.958], [2.697, 0.050, 0.525], [0.730, -1.968, -0.286], [-0.147, -1.341, -1.660], [-0.058, 1.247, -0.153]], "atomic_forces_ev_per_a": [[-0.5, -0.3, -1.3], [-3.4, -0.2, 1.5], [3.3, 0.8, 3.3], [-0.2, 0.3, 0.6], [2.3, 0.3, -1.3], [0.0, -0.4, 0.3], [-0.4, -0.2, -0.9], [-1.8, -0.3, -1.5], [0.8, 0.1, -0.8]], "de_lowest_kcal_mol": 43.6, "max_force_ev_per_a": 4.75, "molar_mass_g_mol": 197.96, "e_homo_ev": -9.0027, "lumo_ev": -0.06, "gap_ev": 8.9392}

***

[3]
{"formula": "C2H3IN2O", "method": "ωB97M-V with the def2-TZVPD basis set", "elements": ["H", "N", "C", "I", "C", "N", "O", "H", "H"], "xyz": [[-1.572, 0.557, -2.183], [-1.201, 0.403, -1.208], [-0.049, 0.340, -0.873], [1.712, 0.522, -2.109], [0.487, 0.160, 0.575], [-0.156, -0.675, 1.421], [1.566, 0.666, 0.865], [-1.143, -1.016, 1.311], [0.356, -0.958, 2.200]], "atomic_forces_ev_per_a": [[1.2, -0.2, 1.4], [-3.9, 0.2, -1.4], [3.2, 0.0, 0.8], [-0.3, 0.0, -0.4], [1.2, 0.2, 0.1], [-2.6, -0.1, -1.7], [-1.3, -0.5, -0.2], [1.8, 0.7, -0.1], [0.7, -0.3, 1.4]], "de_lowest_kcal_mol": 3.0, "max_force_ev_per_a": 4.13, "molar_mass_g_mol": 197.96, "e_homo_ev": -9.2457, "lumo_ev": 0.29, "smiles": "[H]/N=C(\\I)C(N)=O", "gap_ev": 9.5379}

***

[4]
{"formula": "C2H3IN2S", "method": "ωB97M-V with the def2-TZVPD basis set", "elements": ["C", "C", "S", "I", "H", "H", "H", "N", "N"], "xyz": [[-1.664, 0.620, 0.310], [-0.360, 0.477, 0.060], [0.753, 0.710, 1.352], [2.743, 1.343, 0.100], [-2.242, 0.018, -0.423], [-2.215, 0.900, 1.286], [0.136, 0.023, -0.857], [1.683, -1.598, -0.730], [1.166, -2.493, -1.099]], "atomic_forces_ev_per_a": [[-1.2, -1.6, 0.0], [0.4, -0.2, -0.3], [1.3, 0.5, 0.1], [-0.4, 0.3, 0.5], [-0.2, 1.0, 0.5], [1.5, -0.2, -1.8], [-1.4, 0.8, 1.1], [-0.5, -1.5, -0.5], [0.6, 0.9, 0.4]], "de_lowest_kcal_mol": 0.0, "max_force_ev_per_a": 2.28, "molar_mass_g_mol": 214.03, "e_homo_ev": -8.6321, "lumo_ev": -0.79, "smiles": "C=CSI.N#N", "gap_ev": 7.8429}

***

[5]
{"formula": "C2H3IN3S", "method": "ωB97M-V with the def2-TZVPD basis set", "elements": ["S", "C", "N", "N", "C", "N", "I", "H", "H", "H"], "xyz": [[-1.863, -1.401, -0.795], [-0.613, -0.120, -0.197], [-0.545, 1.361, -0.502], [0.567, 1.882, 0.144], [1.267, 0.711, 0.863], [0.526, -0.600, 0.686], [0.896, -2.513, 1.359], [-1.245, -1.933, -1.971], [-1.223, 1.898, -1.109], [2.234, 0.715, 1.523]], "atomic_forces_ev_per_a": [[1.6, 1.3, -0.4], [1.3, 0.2, -0.1], [2.3, -6.4, 3.1], [1.6, -5.0, 2.1], [-3.3, 0.5, -2.0], [-2.2, 7.8, -3.4], [-0.1, 0.7, -0.2], [-0.3, 1.0, 1.5], [1.1, -0.7, 1.0], [-2.1, 0.5, -1.6]], "de_lowest_kcal_mol": 80.3, "max_force_ev_per_a": 8.76, "total_charge": 1, "molar_mass_g_mol": 228.04, "e_homo_ev": -14.3730, "lumo_ev": -5.68, "gap_ev": 8.6977}

***

[6]
{"formula": "C2H3IN4", "method": "ωB97M-V with the def2-TZVPD basis set", "elements": ["C", "C", "N", "N", "N", "N", "I", "H", "H", "H"], "xyz": [[-0.892, 1.470, 0.510], [-0.776, -0.572, 0.574], [-1.485, 0.430, 1.088], [0.141, 1.260, -0.287], [0.153, -0.117, -0.264], [0.879, -1.063, -0.927], [2.639, -1.624, -0.098], [-1.354, 2.388, 0.776], [-0.600, -1.650, 0.710], [1.295, -0.522, -2.083]], "atomic_forces_ev_per_a": [[0.0, 1.0, 0.1], [0.3, -0.7, 0.2], [0.5, -2.5, 0.0], [-0.2, -0.8, -0.4], [-0.5, 1.0, 0.7], [1.8, 2.4, -6.1], [1.0, -0.1, 0.7], [0.5, 1.2, -0.4], [-1.4, 0.5, 0.5], [-2.0, -1.9, 4.6]], "de_lowest_kcal_mol": 37.0, "max_force_ev_per_a": 6.78, "molar_mass_g_mol": 209.98, "e_homo_ev": -9.5655, "lumo_ev": -0.73, "gap_ev": 8.8372}

***

[7]
{"formula": "C2H3IO", "method": "ωB97M-V with the def2-TZVPD basis set", "elements": ["C", "C", "O", "I", "H", "H", "H"], "xyz": [[-0.557, -0.155, -0.429], [0.406, 0.459, 0.519], [-0.621, -1.427, 0.316], [2.401, 0.236, -0.051], [-1.558, 0.419, -0.309], [-0.390, -0.191, -1.572], [0.320, 0.658, 1.526]], "atomic_forces_ev_per_a": [[-3.4, -0.1, 0.3], [1.1, -3.9, -3.4], [1.9, 4.2, -1.0], [-0.5, 0.2, 0.3], [1.2, -0.9, -0.2], [0.5, -0.1, 2.0], [-0.9, 0.6, 1.9]], "de_lowest_kcal_mol": 92.9, "max_force_ev_per_a": 5.29, "molar_mass_g_mol": 169.95, "e_homo_ev": [-9.4105, -9.4093], "lumo_ev": [-1.60, -1.60], "gap_ev": [7.8145, 7.8135]}

***

[8]
{"formula": "C2H3IO", "method": "ωB97M-V with the def2-TZVPD basis set", "elements": ["C", "C", "O", "I", "H", "H", "H"], "xyz": [[0.295, -0.079, -0.391], [-0.380, 0.763, 0.431], [0.420, 1.427, -0.396], [-3.901, 0.014, 0.011], [1.218, -0.527, 0.004], [-0.202, -0.607, -1.288], [-1.389, 0.877, 0.995]], "atomic_forces_ev_per_a": [[1.7, -2.9, -2.7], [-3.2, 1.9, 2.2], [-1.3, -0.6, 0.4], [0.7, 0.2, 0.1], [-0.4, -0.1, -0.4], [0.9, 1.2, 1.4], [1.6, 0.3, -1.0]], "de_lowest_kcal_mol": 96.1, "max_force_ev_per_a": 4.34, "molar_mass_g_mol": 169.95, "e_homo_ev": [-9.1122, -8.0178], "lumo_ev": [-0.78, -2.96], "gap_ev": [8.3294, 5.0557]}

***

[9]
{"formula": "C2H3IO2", "method": "ωB97M-V with the def2-TZVPD basis set", "elements": ["C", "C", "O", "O", "I", "H", "H", "H"], "xyz": [[0.656, -1.331, -0.323], [-0.173, 1.027, 0.313], [0.511, -1.797, 0.720], [0.551, 0.311, -0.605], [-2.385, 0.464, -0.110], [0.906, -1.724, -1.297], [-0.066, 0.928, 1.328], [0.000, 2.123, -0.026]], "atomic_forces_ev_per_a": [[-0.2, 4.3, -1.5], [3.1, 3.7, -2.6], [-0.2, -0.5, 1.3], [-0.1, -4.3, 0.6], [-2.8, -0.8, -0.8], [0.2, -0.1, -0.3], [0.7, -0.8, 2.4], [-0.7, -1.5, 0.8]], "multiplicity": 3, "de_lowest_kcal_mol": 31.9, "max_force_ev_per_a": 5.52, "molar_mass_g_mol": 185.95, "e_homo_ev": [-5.6500, -9.8409], "lumo_ev": [0.72, -3.39], "gap_ev": [6.3744, 6.4521]}

***

[10]
{"formula": "C2H3LiO2", "method": "ωB97M-V with the def2-TZVPD basis set", "elements": ["H", "C", "O", "O", "C", "H", "H", "Li"], "xyz": [[-1.122, 0.781, -1.014], [0.887, 0.378, 0.691], [1.959, -0.038, 0.324], [-0.147, -0.431, 0.470], [-1.238, 0.299, -0.042], [-2.075, -0.394, -0.112], [0.041, 1.384, 0.261], [1.695, -1.979, -0.578]], "atomic_forces_ev_per_a": [[0.5, 0.5, 0.3], [-1.6, 2.7, -4.8], [0.4, 0.1, 1.4], [-2.3, -1.8, 0.3], [-0.3, -2.4, -0.7], [-0.3, 0.5, 0.7], [3.4, 0.0, 2.4], [0.1, 0.6, 0.4]], "multiplicity": 2, "de_lowest_kcal_mol": 82.4, "max_force_ev_per_a": 5.74, "total_charge": 1, "molar_mass_g_mol": 65.98, "e_homo_ev": [-14.3772, -15.8342], "lumo_ev": [-4.83, -6.02], "gap_ev": [9.5434, 9.8108]}

***

[11]
{"formula": "C2H3N", "method": "ωB97M-V with the def2-TZVPD basis set", "elements": ["C", "C", "N", "H", "H", "H"], "xyz": [[0.249, 0.253, 0.331], [-0.544, -0.530, -0.654], [-1.158, -1.174, -1.412], [-0.374, 0.483, 1.195], [0.639, 1.170, -0.111], [1.187, -0.201, 0.650]], "atomic_forces_ev_per_a": [[0.0, 0.1, -0.4], [-0.5, -1.2, -1.1], [1.4, 1.6, 1.7], [0.1, 0.0, -0.1], [-0.6, 0.2, -0.2], [-0.4, -0.8, 0.0]], "de_lowest_kcal_mol": 2.9, "max_force_ev_per_a": 2.71, "molar_mass_g_mol": 41.05, "e_homo_ev": -11.7368, "lumo_ev": 0.78, "smiles": "CC#N", "gap_ev": 12.5181}

***

[12]
{"formula": "C2H3N2O", "method": "ωB97M-V with the def2-TZVPD basis set", "elements": ["C", "C", "N", "N", "O", "H", "H", "H"], "xyz": [[-0.374, 1.769, 2.008], [0.184, -0.114, 0.133], [-0.151, 2.798, 2.466], [-0.444, -0.142, 1.477], [0.365, -0.655, 2.388], [0.683, -1.059, -0.189], [-0.672, -0.066, -0.546], [0.735, 0.792, 0.116]], "atomic_forces_ev_per_a": [[-0.5, -1.0, -1.4], [-0.9, -0.6, -0.5], [0.3, 1.5, 0.8], [1.6, -1.9, 3.5], [-1.6, 0.5, -2.5], [0.1, 0.8, 1.0], [0.0, 0.5, -0.2], [1.0, 0.3, -0.7]], "de_lowest_kcal_mol": 67.5, "max_force_ev_per_a": 4.28, "total_charge": -1, "molar_mass_g_mol": 71.06, "e_homo_ev": [-3.1508, -3.1519], "lumo_ev": [4.51, 4.51], "gap_ev": [7.6562, 7.6573]}

***

[13]
{"formula": "C2H3N2O", "method": "ωB97M-V with the def2-TZVPD basis set", "elements": ["C", "C", "N", "N", "O", "H", "H", "H"], "xyz": [[-1.459, 0.868, 0.055], [-0.236, 0.047, -0.029], [-3.386, -1.354, -0.077], [-2.662, -0.553, 0.172], [-1.997, 1.870, -0.127], [-0.342, -0.364, -1.015], [-0.305, -0.849, 0.730], [0.627, 0.593, -0.048]], "atomic_forces_ev_per_a": [[0.8, 3.8, -1.1], [-2.9, -2.9, 1.7], [1.8, 2.0, 0.7], [-3.4, -3.2, -0.5], [1.1, -2.7, 0.9], [-0.1, -0.6, -0.8], [0.4, 2.0, -1.4], [2.2, 1.7, 0.5]], "de_lowest_kcal_mol": 23.2, "max_force_ev_per_a": 4.66, "total_charge": 1, "molar_mass_g_mol": 71.06, "e_homo_ev": -19.7789, "lumo_ev": -5.91, "gap_ev": 13.8721}

***

[14]
{"formula": "C2H3N2O2", "method": "ωB97M-V with the def2-TZVPD basis set", "elements": ["C", "C", "N", "N", "O", "O", "H", "H", "H"], "xyz": [[-0.287, -0.103, -0.037], [0.360, 0.880, 0.976], [2.623, 1.055, -0.415], [-0.520, 1.281, 0.084], [-1.260, 2.168, -0.361], [3.509, 0.328, 0.088], [0.042, -0.392, -0.958], [-0.967, -0.739, 0.307], [1.399, 1.270, 0.854]], "atomic_forces_ev_per_a": [[1.3, 2.4, 0.5], [-0.3, 0.5, -1.6], [1.7, -1.2, 1.0], [0.0, -0.6, 2.0], [-0.5, 1.0, -0.6], [-1.5, 1.3, -1.0], [1.8, -0.6, -2.4], [-3.0, -2.6, 1.9], [0.5, -0.1, 0.2]], "de_lowest_kcal_mol": 165.0, "max_force_ev_per_a": 4.42, "total_charge": -1, "molar_mass_g_mol": 87.06, "e_homo_ev": [-1.2724, -2.1615], "lumo_ev": [4.36, 4.39], "gap_ev": [5.6361, 6.5467]}

***

[15]
{"formula": "C2H3N2O2", "method": "ωB97M-V with the def2-TZVPD basis set", "elements": ["C", "C", "N", "N", "O", "O", "H", "H", "H"], "xyz": [[3.995, -0.020, -0.062], [0.021, 0.095, 0.021], [2.161, -0.301, -0.610], [1.437, 0.089, 0.306], [4.258, 1.145, 0.034], [4.446, -1.106, 0.155], [-0.190, 0.831, -0.689], [-0.453, 0.390, 0.863], [-0.392, -0.855, -0.376]], "atomic_forces_ev_per_a": [[-1.9, -0.3, 0.3], [0.4, -2.1, -1.7], [0.9, 0.8, 0.8], [1.7, -0.1, -0.5], [-0.2, 0.7, -0.4], [0.5, -1.1, -0.1], [-0.2, 1.3, -1.4], [-1.8, 0.6, 2.9], [0.4, 0.2, 0.3]], "de_lowest_kcal_mol": 8.3, "max_force_ev_per_a": 3.42, "total_charge": -1, "molar_mass_g_mol": 87.06, "e_homo_ev": -2.5281, "lumo_ev": 4.29, "gap_ev": 6.8145}

***

[16]
{"formula": "C2H3N2O2", "method": "ωB97M-V with the def2-TZVPD basis set", "elements": ["C", "C", "N", "N", "O", "O", "H", "H", "H"], "xyz": [[-0.460, -0.690, -1.351], [0.647, 0.241, 0.774], [-0.226, 1.350, 0.787], [-0.473, -0.415, -0.010], [-0.672, -0.016, -2.288], [-0.250, -1.920, -1.254], [1.327, 0.441, 0.008], [0.948, -0.290, 1.703], [-0.841, 1.298, 1.631]], "atomic_forces_ev_per_a": [[0.9, -2.3, 0.8], [-2.2, -0.9, -1.1], [-0.9, -0.6, 0.3], [-0.3, 2.3, 5.6], [-0.7, 3.2, -3.2], [0.5, -1.6, -0.3], [2.3, 0.1, -0.4], [-0.1, 0.2, -0.7], [0.4, -0.3, -0.9]], "de_lowest_kcal_mol": 48.1, "max_force_ev_per_a": 6.04, "total_charge": -1, "molar_mass_g_mol": 87.06, "e_homo_ev": [-3.8404, -3.8397], "lumo_ev": [4.45, 4.45], "gap_ev": [8.2896, 8.2887]}

***

[17]
{"formula": "C2H3N2O2", "method": "ωB97M-V with the def2-TZVPD basis set", "elements": ["O", "N", "C", "C", "N", "O", "H", "H", "H"], "xyz": [[2.410, -0.171, 0.436], [2.083, -1.265, -0.051], [0.511, -1.306, -0.454], [-0.680, -0.308, -0.057], [-1.781, -0.885, 0.116], [-2.956, -0.517, 0.428], [0.294, -2.352, -0.343], [0.569, -1.351, -1.582], [-0.594, 0.732, 0.184]], "atomic_forces_ev_per_a": [[-0.6, -2.9, -1.2], [-2.2, 3.6, 0.7], [0.8, 1.0, -1.2], [2.0, -0.3, 0.4], [-0.8, -4.2, -0.5], [0.1, 1.7, 0.2], [-0.6, -0.4, 1.0], [0.6, 0.6, 0.6], [0.8, 1.0, -0.1]], "de_lowest_kcal_mol": 110.1, "max_force_ev_per_a": 4.26, "total_charge": -1, "molar_mass_g_mol": 87.06, "e_homo_ev": -1.9099, "lumo_ev": 3.54, "smiles": "O=NC/C=N/[O-]", "gap_ev": 5.4512}

***

[18]
{"formula": "C2H3N2O2", "method": "ωB97M-V with the def2-TZVPD basis set", "elements": ["C", "C", "N", "N", "O", "O", "H", "H", "H"], "xyz": [[-0.302, -0.188, 0.006], [1.627, 0.113, -0.001], [0.415, 0.928, 0.010], [-1.524, -0.571, -0.007], [2.757, 0.344, -0.012], [0.863, -1.053, 0.008], [0.204, 1.918, 0.039], [-2.306, 0.077, -0.054], [-1.736, -1.568, 0.011]], "atomic_forces_ev_per_a": [[2.8, -1.2, 0.0], [-0.4, 1.0, 0.1], [-0.2, -0.1, 0.0], [-0.3, -0.3, 0.0], [0.3, -0.3, 0.0], [-2.5, 0.7, 0.0], [0.0, 0.0, 0.0], [0.2, 0.0, 0.1], [0.1, 0.2, 0.0]], "de_lowest_kcal_mol": 8.6, "max_force_ev_per_a": 3.06, "total_charge": 1, "molar_mass_g_mol": 87.06, "e_homo_ev": -17.2898, "lumo_ev": -4.77, "gap_ev": 12.5216}

***

[19]
{"formula": "C2H3N2O2", "method": "ωB97M-V with the def2-TZVPD basis set", "elements": ["O", "C", "N", "C", "N", "O", "H", "H", "H"], "xyz": [[2.584, -0.684, -0.032], [1.708, 0.072, -0.018], [0.347, -0.432, -0.107], [-0.824, 0.221, 0.021], [-2.038, 0.044, -0.074], [-3.137, -0.226, 0.015], [1.673, 1.204, -0.028], [0.436, -1.523, -0.052], [-0.749, 1.323, 0.275]], "atomic_forces_ev_per_a": [[1.4, -1.0, 0.2], [-2.3, 2.9, -0.4], [-0.3, -4.2, 0.1], [2.7, 3.4, 1.2], [0.2, -2.0, -0.9], [-1.7, 0.0, 0.3], [0.6, -0.9, 0.2], [-0.9, 2.5, -0.3], [0.3, -0.7, -0.3]], "de_lowest_kcal_mol": 116.0, "max_force_ev_per_a": 4.52, "total_charge": 1, "molar_mass_g_mol": 87.06, "e_homo_ev": -15.8501, "lumo_ev": -7.82, "smiles": "O=C/[NH+]=C/N=O", "gap_ev": 8.0268}

***

[20]
{"formula": "C2H3N2O2P", "method": "ωB97M-V with the def2-TZVPD basis set", "elements": ["O", "C", "N", "P", "C", "O", "N", "H", "H", "H"], "xyz": [[0.399, 2.351, 0.204], [0.318, 1.153, 0.148], [1.268, 0.257, 0.476], [0.466, -1.626, 0.592], [-1.027, -0.823, -0.229], [-2.009, -1.431, -0.561], [-0.832, 0.509, -0.363], [1.999, 0.541, 1.107], [0.998, -2.019, -0.650], [-1.580, 1.088, -0.725]], "atomic_forces_ev_per_a": [[0.0, 0.5, 0.1], [-0.3, 0.0, -0.4], [-0.9, -3.8, 0.3], [1.2, 3.3, -0.1], [0.2, -0.4, 0.2], [-0.1, -0.2, -0.1], [-0.2, 0.6, 0.0], [0.0, 0.1, 0.1], [0.0, -0.1, -0.1], [0.1, 0.0, 0.1]], "de_lowest_kcal_mol": 3.4, "max_force_ev_per_a": 3.94, "molar_mass_g_mol": 118.03, "e_homo_ev": -10.2626, "lumo_ev": -0.27, "smiles": "O=c1[nH][pH]c(=O)[nH]1", "gap_ev": 9.9953}